No. 1
Molecular formula: C23H42N3OP2Ti
Method: DFT, ωB97M-V/def2-TZVPD

Calculated values
HOMO (spin up / spin down) = -9.03 / -11.02 eV
LUMO energy (spin up / spin down) = -3.3 / -3.3 eV
Net charge = +1
Largest force on an atom = 0.0565 Eh/bohr
E_tot = -72736.430 eV
⟨S²⟩ = 2.026
Energy relative to the best compared isomer or geometry (same formula, charge and spin) = 0.0 kJ/mol
HOMO-LUMO gap (spin up / spin down) = 5.770 / 7.710 eV
2S+1 = 3

Positions of all 72 atoms, in Å:
Ti 0.25742 0.09666 -0.28331
P 0.16193 -2.14308 -1.40228
P 0.18542 2.50337 0.46604
N 1.97359 0.33880 -1.02372
C 1.81361 -1.89991 -2.19366
H 2.46719 -2.68609 -1.78599
H 1.70395 -2.11011 -3.26691
C 2.52251 -0.54212 -2.03923
H 3.59191 -0.72871 -1.82735
H 2.52157 -0.00951 -3.01077
C 2.50518 1.68871 -1.11539
H 2.32370 2.07269 -2.13929
H 3.60674 1.65206 -1.01068
C 1.96598 2.68102 -0.07228
H 2.07672 3.70180 -0.47115
H 2.59688 2.63241 0.83104
C 0.27911 3.35762 2.10820
C 1.04549 2.52071 3.13446
H 2.02586 2.18787 2.77626
H 0.46983 1.63635 3.43566
H 1.21174 3.13803 4.02912
C -0.75660 3.66454 -0.62485
C -2.27542 3.53745 -0.43562
H -2.76914 4.13240 -1.21706
H -2.60397 3.92086 0.53972
H -2.61434 2.50160 -0.54015
C -1.07459 -2.50365 -2.74486
C -2.38671 -3.06174 -2.17382
H -3.15607 -3.04289 -2.95907
H -2.75601 -2.45395 -1.33810
H -2.29490 -4.10589 -1.84477
C 0.42682 -3.71654 -0.44684
C -0.64723 -3.95634 0.61656
H -0.39925 -4.87487 1.16578
H -1.64510 -4.08851 0.18168
H -0.69404 -3.13787 1.34286
C -2.76380 0.68051 -2.61703
C -0.28358 5.12590 -0.54110
H 0.71697 5.25326 -0.10647
H -0.24794 5.53177 -1.56242
H -0.99229 5.74262 0.03021
C -0.55422 -3.32973 -3.92298
H -1.38638 -3.50971 -4.61940
H 0.22812 -2.79543 -4.47590
H -0.16374 -4.30624 -3.61134
C 0.66090 -4.97578 -1.29069
H 1.01213 -5.77330 -0.61931
H -0.25999 -5.34324 -1.76399
H 1.43304 -4.84166 -2.05788
C -1.08015 3.76943 2.67688
H -1.79141 2.93229 2.68325
H -0.94644 4.09293 3.71816
H -1.53122 4.61220 2.14137
H 0.86263 4.26981 1.89574
H 1.36941 -3.49078 0.08099
H -0.52000 3.27769 -1.63308
H -1.29545 -1.49088 -3.12022
O -2.11411 0.44154 -1.58577
H -2.30007 0.77700 -3.58986
H -3.84121 0.87066 -2.85540
N 0.62953 -1.30411 6.92605
C 0.52415 -1.17470 5.76436
C 0.40049 -1.00254 4.33436
C 1.52013 -1.16233 3.50971
C 1.40501 -0.93062 2.14923
N 0.20776 -0.57815 1.61724
C -0.90183 -0.43859 2.39131
C -0.83425 -0.66819 3.75842
H 2.48722 -1.44550 3.92016
H 2.24673 -1.00671 1.45379
H -1.82774 -0.14056 1.89225
H -1.72822 -0.57202 4.36911



No. 2
Molecular formula: C23H42NO14S
Method: DFT, ωB97M-V/def2-TZVPD

Calculated values
HOMO = -12.02 eV
LUMO energy = -2.3 eV
Net charge = +1
Largest force on an atom = 0.0437 Eh/bohr
E_tot = -65513.528 eV
HOMO-LUMO gap = 9.674 eV

Positions of all 81 atoms, in Å:
C -1.11006 -0.84790 -0.49183
C -0.62132 -1.34702 0.85260
O -1.68959 -1.30911 1.80683
C -1.97366 -2.49439 2.48231
C -1.35584 -2.57843 3.91203
C -0.96843 -1.19902 4.42170
C 0.51191 -1.04934 4.05120
C 1.03452 -2.48612 3.80492
N -0.08712 -3.39463 4.12383
O -0.14134 -3.98239 5.41714
C 0.57793 -3.31958 6.48939
C 1.90193 -3.96855 6.86392
C 1.86868 -5.49415 6.85096
O 2.96135 -3.41246 6.09683
S 0.08877 -4.91116 3.09219
C -1.45148 -5.72363 3.31470
O 0.26286 -4.49828 1.74474
O 1.13201 -5.66395 3.68649
H -1.20267 0.23282 -0.45002
H -0.39876 -1.07482 -1.28201
H -2.07271 -1.28531 -0.74902
H 0.15315 -0.65036 1.18740
H -0.15102 -2.32829 0.78792
H -1.74291 -3.33979 1.83698
H -3.05034 -2.51141 2.65406
H -2.12716 -3.05335 4.51216
H -1.06076 -1.24458 5.50871
H -1.64718 -0.40959 4.12554
H 0.73325 -0.34300 3.26089
H 1.02367 -0.66609 4.93423
H 1.35641 -2.55598 2.76946
H 1.92401 -2.61672 4.41218
H 0.70342 -2.25305 6.33354
H -0.07643 -3.41678 7.35515
H 2.05575 -3.66635 7.90532
H 2.27385 -5.90810 5.93221
H 0.87081 -5.87849 7.04743
H 2.49100 -5.85523 7.66904
H 3.55086 -4.11334 5.82051
H -2.22018 -5.20957 2.74616
H -1.31170 -6.73339 2.94136
H -1.72386 -5.72170 4.36668
C 5.16731 0.55270 -2.26964
C 3.77837 0.03027 -2.00331
C 2.99886 -0.37290 -3.23852
O 1.64254 -0.11218 -2.84118
C 1.66764 0.85404 -1.89307
O 0.70817 1.44488 -1.51532
O 2.92901 1.06220 -1.45937
H 5.11805 1.51424 -2.77998
H 5.71043 0.70272 -1.33758
H 5.72798 -0.15061 -2.88510
H 3.80670 -0.78958 -1.27957
H 3.11721 -1.42046 -3.50159
H 3.23475 0.24931 -4.10426
C 0.10784 3.44206 -3.92682
C 0.50634 3.78035 -5.33628
C -0.32060 3.11283 -6.41391
O 0.61751 2.97377 -7.48854
C 1.86104 2.92710 -6.94939
O 2.84274 2.62123 -7.54111
O 1.82133 3.26617 -5.64038
H 0.34108 2.40257 -3.70590
H 0.66099 4.05133 -3.21336
H -0.94896 3.60788 -3.76306
H 0.52988 4.86316 -5.48402
H -1.17165 3.70816 -6.73562
H -0.66359 2.11813 -6.11821
C -5.48478 6.74701 -4.83522
C -4.07406 6.80262 -4.30566
C -3.05827 6.01645 -5.10800
O -2.10148 5.63229 -4.10872
C -2.75011 5.59806 -2.91171
O -2.29740 5.13256 -1.92021
O -3.97414 6.15723 -3.02149
H -5.89453 5.74360 -4.71872
H -6.13035 7.43067 -4.28632
H -5.50840 7.02406 -5.88915
H -3.75044 7.83891 -4.18169
H -2.57316 6.60638 -5.88175
H -3.48543 5.11337 -5.55209



No. 3
Molecular formula: C23H43As3CsN2
Method: DFT, ωB97M-V/def2-TZVPD

Calculated values
HOMO = -10.33 eV
LUMO energy = -2.2 eV
Net charge = +1
Largest force on an atom = 0.0099 Eh/bohr
E_tot = -210588.177 eV
Energy relative to the best compared isomer or geometry (same formula, charge and spin) = 38.2 kJ/mol
HOMO-LUMO gap = 8.097 eV

Positions of all 72 atoms, in Å:
Cs -0.13554 -0.26255 -0.10621
C -1.37859 3.67428 1.13134
C -1.59436 2.88466 -0.12850
C -0.68215 2.95580 -1.18126
C -0.87322 2.22865 -2.35419
C 0.11514 2.32077 -3.48323
C -2.00943 1.43047 -2.46893
C -2.93798 1.33951 -1.43600
C -4.16386 0.48146 -1.57884
C -2.70928 2.06228 -0.26758
H -0.90913 4.63428 0.91955
H -0.73210 3.13283 1.82708
H -2.32024 3.85982 1.64592
H 0.17642 3.61448 -1.09788
H -0.36560 2.14444 -4.44454
H 0.90916 1.57603 -3.37691
H 0.59133 3.29987 -3.51334
H -2.19191 0.89517 -3.39529
H -4.99153 0.87188 -0.98839
H -3.97118 -0.53862 -1.23460
H -4.48476 0.41848 -2.61772
H -3.44167 2.02408 0.53196
C 0.58634 -4.45655 -3.07108
As 1.18961 -2.84114 -2.14248
C 1.40285 -1.72280 -3.74043
C 3.12435 -3.22182 -1.96024
C 3.63372 -4.04066 -0.76338
C 2.71471 -5.21553 -0.45540
C 3.80227 -3.15987 0.48933
As 2.26843 -2.26126 1.34522
C 1.53691 -3.71564 2.43887
C 3.31944 -1.43088 2.77505
C 5.06500 -4.52710 -1.09374
As 5.58841 -5.93797 -2.40021
C 4.19719 -5.95049 -3.79151
C 4.98446 -7.54347 -1.44021
H 1.30513 -4.75533 -3.83348
H -0.36935 -4.24705 -3.55085
H 0.44417 -5.27034 -2.36317
H 1.99310 -2.23960 -4.49709
H 1.90981 -0.79336 -3.47916
H 0.42338 -1.48438 -4.15483
H 3.62794 -2.24927 -1.96650
H 3.40392 -3.71988 -2.89026
H 1.71700 -4.87356 -0.16398
H 3.11373 -5.81308 0.36750
H 2.59923 -5.87093 -1.31765
H 4.49836 -2.34777 0.25421
H 4.27545 -3.75574 1.27606
H 2.33284 -4.37778 2.78031
H 0.79813 -4.29623 1.88940
H 1.05312 -3.27198 3.30963
H 3.91690 -2.17548 3.30133
H 2.64530 -0.93942 3.47611
H 3.98162 -0.67824 2.34778
H 5.53029 -4.89965 -0.17467
H 5.65577 -3.65234 -1.38250
H 4.28608 -5.07642 -4.43608
H 3.18130 -6.02473 -3.40660
H 4.39938 -6.83122 -4.40184
H 5.44594 -7.56112 -0.45284
H 5.34260 -8.41220 -1.99171
H 3.90437 -7.61449 -1.33412
N 0.19572 -0.03519 5.12880
C 0.94112 1.08944 4.88262
C 0.82576 1.31108 3.54354
N 0.02892 0.34883 2.96675
C -0.33348 -0.43879 3.95146
H 0.04341 -0.46745 6.02332
H 1.46606 1.61616 5.65955
H 1.27814 2.10344 2.96941
H -0.97434 -1.30339 3.87491